Record 1
DFT (the ωB97M-V functional and the def2-TZVPD basis) results for a molecular structure, C46H45FNP2RuS.

XYZ file:
```
97
Properties=species:S:1:pos:R:3:forces:R:3
C 3.0305 0.8635 -2.1461 0.1 0.0 0.0
C 3.2114 3.1965 -2.7466 0.0 0.0 0.0
C 1.0995 -4.6183 -3.9512 0.0 0.0 0.0
C -3.2618 2.0769 -1.8321 0.0 0.0 0.0
H -1.1435 -4.0785 2.0118 0.0 0.0 0.0
C -4.8677 -2.6625 -2.1091 0.0 0.0 0.0
C -0.6027 -3.9378 -2.3961 0.0 0.0 0.0
H 2.4585 0.8486 3.2866 0.0 0.0 0.0
H 1.6924 -0.0511 4.5938 0.0 0.0 0.0
H 1.6415 -5.4026 -4.4637 0.0 0.0 0.0
C -3.3902 -1.2138 -0.2688 0.0 0.0 0.0
S 2.5310 -0.4656 -1.0980 0.0 0.0 -0.1
H 2.9645 4.2318 -2.5436 0.0 0.0 0.0
C -1.3335 2.8186 -4.9774 0.0 0.0 0.0
C -3.5145 -2.4444 -2.3276 0.0 0.0 0.0
C -1.1771 -3.2837 1.2596 0.0 0.0 0.0
H -5.4441 -3.2276 -2.8303 0.0 0.0 0.0
P -1.0312 -1.2273 -1.6829 0.0 0.0 -0.1
C 2.0363 -1.4964 1.8439 0.1 0.0 -0.1
C 1.4090 -3.2860 -4.1903 0.0 0.0 0.0
H -4.7751 4.8380 -0.5796 0.0 0.0 0.0
H -3.0457 -2.8374 -3.2222 0.0 0.0 0.0
H -0.6977 4.2859 -1.7562 0.0 0.0 0.0
C -1.8228 3.3507 1.6782 0.0 0.0 0.1
C -0.1605 -1.2119 2.4359 -0.1 -0.1 0.0
C -1.7068 3.8983 -1.6517 0.0 0.0 0.0
H -1.8411 -0.1443 -3.6066 0.0 0.0 0.0
C 1.8412 -3.5476 0.2693 0.0 0.0 0.0
C -0.0786 -2.3005 1.5167 -0.1 0.0 0.0
H 1.9131 2.5082 1.2339 0.0 0.0 0.0
H -2.2566 3.1102 -4.4901 0.0 0.0 0.0
C 3.5257 -1.3805 1.8630 0.0 0.0 0.0
C -0.2944 -2.5983 -2.6253 0.0 0.0 -0.1
H -5.2181 -1.0213 0.8337 0.0 0.0 0.0
C 1.1394 -0.7150 2.6351 0.0 0.0 0.1
C 1.5317 0.3616 3.5929 0.0 0.0 0.0
C 0.7190 -2.2819 -3.5305 0.0 0.0 0.0
Ru 0.5025 -0.1439 0.1746 0.1 0.0 -0.1
C -4.7430 -1.4244 -0.0517 0.0 0.0 0.0
H 4.3596 3.6540 -4.5031 0.0 0.0 0.0
H 4.9271 1.2768 -4.9379 0.0 0.0 0.0
C 0.8265 1.7651 -4.9042 0.0 0.0 0.0
C -2.7623 -1.7225 -1.4035 0.0 0.0 0.1
C 1.0387 2.0983 -6.2326 0.0 0.0 0.0
H -2.8647 3.6151 1.8050 0.0 0.0 0.0
H 1.5964 1.2415 -4.3506 0.0 0.0 0.0
H 1.1031 -4.3311 0.0963 0.0 0.0 0.0
C 2.7340 2.2042 -1.9019 0.0 0.0 0.0
H 2.7127 -4.0113 0.7360 0.0 0.0 0.0
H -1.3936 -4.2047 -1.7061 0.0 0.0 0.0
C -1.4344 2.0974 1.2172 0.0 0.0 0.1
H -0.1609 -5.9786 -2.8708 0.0 0.0 0.0
H 1.2418 4.7423 2.0309 0.0 0.0 0.0
C 0.4989 3.9912 1.7938 0.0 0.0 0.0
H 2.1571 -3.1693 -0.7066 0.0 0.0 0.0
C 1.2840 -2.4679 1.1489 0.0 0.0 0.0
C -2.7090 4.7123 -1.1517 0.0 0.0 -0.1
C -5.4823 -2.1547 -0.9723 0.0 0.0 0.0
C -0.8404 4.2770 1.9537 0.0 0.0 0.0
C 0.0903 -4.9423 -3.0562 0.0 0.0 0.0
H 0.7620 1.1302 3.6672 0.0 0.0 0.0
H 3.9737 -1.9072 1.0230 0.0 0.0 0.0
C -0.3649 2.1145 -4.2675 0.1 -0.1 0.0
H 3.8500 -0.3405 1.8049 0.0 0.0 0.0
C -1.3843 -0.7697 3.1739 0.0 0.0 0.0
P -0.5548 1.5626 -2.5341 0.0 0.0 0.1
H -1.3501 0.2972 3.3923 0.0 0.0 0.0
H 1.9693 1.8246 -6.7137 0.0 0.0 0.0
C -1.9765 2.5754 -2.0038 0.0 0.0 0.0
H -2.2257 1.3892 0.9930 0.0 0.0 0.0
H -1.8737 3.7115 -6.8494 0.0 0.0 0.0
C 0.8553 2.7265 1.3349 0.0 0.0 0.0
H -2.8060 -0.6421 0.4442 0.0 0.0 0.0
N -1.2220 0.0087 -2.8184 0.1 0.0 0.1
C 4.3078 1.5440 -4.0902 0.0 0.0 0.0
H 0.9744 -1.2443 -3.7084 0.0 0.0 0.0
C 3.8334 0.5481 -3.2480 0.0 0.0 0.0
H -2.2950 -0.9670 2.6051 0.0 0.0 0.0
H -2.4879 5.7353 -0.8749 0.0 0.0 0.0
C -4.2671 2.8906 -1.3208 0.0 0.0 0.0
H -1.0812 -3.7604 0.2851 0.0 0.0 0.0
C 0.0655 2.7977 -6.9353 0.0 0.0 0.0
H 2.1952 -3.0273 -4.8880 0.0 0.0 0.0
C -3.9927 4.2065 -0.9815 0.0 0.0 0.0
H -5.2653 2.4916 -1.1873 0.0 0.0 0.0
H 3.9273 -1.8035 2.7896 0.0 0.0 0.0
H -1.4781 -1.3019 4.1254 0.0 0.0 0.0
C 3.9942 2.8751 -3.8464 0.0 0.0 0.0
C -0.0936 1.7452 1.0272 -0.1 0.0 0.0
H -2.1636 -2.8281 1.3154 0.0 0.0 0.0
C -1.1170 3.1595 -6.3063 0.0 0.0 0.0
H -6.5377 -2.3269 -0.8050 0.0 0.0 0.0
F -1.2027 5.5100 2.3843 0.0 0.0 0.0
H 0.2316 3.0668 -7.9707 0.0 0.0 0.0
H 4.0858 -0.4899 -3.4302 0.0 0.0 0.0
H 2.1190 2.4653 -1.0525 0.0 0.0 0.0
H -3.4826 1.0485 -2.0937 0.0 0.0 0.0
```
Positions in Å, forces in eV/Å.

As for the spin multiplicity: 6. The energy above the lowest of the compared OMol25 structures with the same formula, charge and spin comes out at 10.3 kJ/mol. For the HOMO energy (spin up / spin down), the calculation gives -0.229 / -0.273 hartree. The expectation value of S² is 8.774. The value obtained for the total energy is -84634.191 eV.

These are the Mulliken partial charges, in e, on atoms 1 to 2: C 0.240; C -0.646

=====

Record 2
DFT (the ωB97M-V functional and the def2-TZVPD basis) results for a molecular structure, C46H45MnNO5.

XYZ file:
```
98
Properties=species:S:1:pos:R:3:forces:R:3
H -0.5977 3.6846 -4.1890 0.1 -0.1 0.0
C -5.7042 -1.3358 0.9616 -0.1 0.0 0.0
C 1.3693 1.4603 -5.8249 -0.1 0.0 0.1
H -0.6638 3.8428 -1.9007 0.0 0.0 0.0
C -1.1759 1.7381 -2.3043 0.0 0.1 0.0
H 1.2421 0.4018 2.2839 0.0 0.0 0.1
C 4.7905 -0.8163 0.2275 0.1 0.2 0.0
C 3.0125 3.2383 -0.6735 0.1 0.1 -0.1
H -3.9010 0.2803 4.0099 0.0 0.0 0.0
H -0.6424 -4.1476 2.9900 0.1 0.1 -0.1
C -2.6172 2.0259 -2.7593 -0.1 0.0 -0.1
H -2.9910 -0.0642 -2.9685 0.0 0.1 0.0
H 0.0952 -2.6720 -0.4693 0.0 0.1 -0.1
C 3.6818 -3.7317 4.2781 0.0 0.1 0.0
H 4.0817 2.1414 0.8441 -0.1 0.0 -0.1
C 4.1017 -3.9179 2.9670 0.0 0.0 0.0
C 5.6796 -0.5364 -0.8050 0.0 0.0 0.1
C -3.4409 -0.5900 1.4691 -0.2 0.1 0.0
H 1.8211 -3.0311 -0.3674 0.2 0.0 0.0
H -2.5847 4.1776 -2.6032 -0.1 -0.1 0.0
C 1.7773 3.4117 -1.2644 -0.1 0.1 -0.1
H 4.7248 -4.7670 2.7083 0.0 0.1 0.0
H -5.2372 -0.0915 2.5815 0.0 0.0 -0.1
O -1.4116 0.5172 1.9399 0.6 0.2 0.1
C -0.2713 1.6527 -3.5551 0.0 0.0 0.0
C -0.3422 -3.3111 2.3487 0.0 0.0 -0.1
C 2.9580 -0.6397 -1.3025 0.1 0.0 0.1
H -5.3329 0.2342 -3.7471 0.1 0.1 0.0
C 2.1656 0.4412 1.7070 0.1 0.0 0.0
H -3.1010 1.8033 3.5651 0.0 0.0 0.0
C 2.4286 -0.9850 1.1574 0.0 -0.1 0.0
H 3.8622 3.8373 -0.9813 -0.1 0.0 0.0
N 0.8638 1.6493 0.0489 0.1 0.2 0.0
C -0.0814 2.7496 -4.3959 0.0 0.0 0.0
H 0.1215 -2.5508 2.9826 -0.1 -0.1 -0.1
C -4.7243 1.1006 -3.5063 0.0 0.0 0.0
H -4.8982 4.4768 -3.3494 0.0 0.0 0.0
C 3.1394 2.2989 0.3307 0.1 -0.1 0.2
C -4.8357 -0.6426 1.7400 0.2 0.1 0.1
C -5.6816 -3.3722 -2.0413 -0.1 0.1 0.1
H -6.5690 -3.7703 -2.5205 -0.1 0.0 0.0
O -6.1280 -2.6877 -0.8773 -0.2 -0.3 -0.4
C -0.6732 2.8798 -1.3903 0.1 0.0 -0.1
H 4.0430 -3.1916 0.9577 0.0 0.0 0.1
C 2.0479 1.5129 0.6579 0.2 -0.2 0.1
C -3.1677 3.2992 -2.8610 -0.1 0.0 0.0
H 5.9022 -0.0954 -2.8969 -0.1 0.0 0.1
H 0.8720 3.5257 -6.1560 0.0 0.0 0.0
C 2.9113 -1.9245 2.2699 0.1 0.1 0.0
C 0.6173 -3.8026 1.2627 -0.1 0.0 0.1
Mn -0.4938 0.1279 0.1326 -0.2 -0.4 -0.2
H -6.2938 2.5164 -3.9308 0.1 0.0 0.0
H -0.9737 -4.7513 0.1414 0.1 0.0 0.0
H 3.9841 -4.4262 5.0543 0.0 0.0 -0.1
C 2.8723 -2.6454 4.5844 0.0 0.0 -0.1
H -5.0098 -4.1927 -1.7853 0.0 0.0 0.0
C -2.9855 0.7195 3.6282 -0.1 0.0 0.1
H 1.5380 -4.1251 1.7445 0.0 -0.1 0.0
H -1.2359 -2.8756 1.8996 0.0 0.0 0.0
C 3.4193 -0.8754 -0.0064 -0.1 0.0 -0.1
C -3.8552 -2.0656 -0.4418 0.1 0.0 0.0
H 1.6184 4.1586 -2.0337 0.0 -0.1 0.1
C 0.3587 0.4550 -3.8739 0.0 0.1 -0.1
H -0.0502 -5.8655 1.1671 0.0 0.1 -0.1
H 6.7431 -0.4913 -0.5976 -0.1 0.0 0.0
C -2.5640 0.1995 2.2826 -0.4 -0.2 0.0
H 3.4526 -0.1574 -3.3269 0.0 0.0 0.1
C -2.9361 -1.3276 0.3472 0.1 0.1 0.1
C -5.2674 2.3794 -3.6085 0.1 0.0 0.0
H 5.1753 -0.9649 1.2314 0.0 0.0 -0.1
C 0.7033 2.6286 -0.8571 -0.1 0.2 -0.1
C 5.2091 -0.3118 -2.0911 0.0 0.0 0.0
H 0.1720 -0.3997 -3.2358 0.0 0.0 0.0
C 1.1667 0.3553 -5.0071 0.0 0.0 0.1
O -1.6838 -1.3976 0.0680 -0.2 -0.2 -0.1
H 0.6471 -5.2814 -0.3519 -0.1 0.0 0.1
C 2.4933 -1.7517 3.5877 0.0 0.0 0.1
O -1.1751 0.5656 -1.6008 0.2 -0.2 -0.1
H 1.8401 -0.9288 3.8528 0.1 0.0 0.0
H -3.4426 -2.6053 -1.2847 0.0 0.1 0.1
C 3.7177 -3.0223 1.9781 0.1 -0.1 0.0
H -1.3758 2.9292 -0.5588 0.0 0.1 0.1
C 3.8417 -0.3607 -2.3355 0.0 0.0 0.0
C -4.4851 3.4765 -3.2831 0.1 -0.1 0.0
C -3.4148 0.9279 -3.0844 0.0 0.0 0.0
H -5.1701 -2.6907 -2.7226 0.0 0.0 0.0
H 1.6280 -0.5958 -5.2588 0.0 0.1 0.0
C 0.7392 2.6614 -5.5137 0.0 0.0 0.1
C 0.9415 -2.7436 0.2081 0.0 0.2 0.3
C 0.0298 -4.9957 0.5103 -0.1 -0.1 -0.1
H 2.5263 -2.4926 5.6016 0.0 0.0 -0.1
H 2.9801 0.7089 2.3750 0.1 0.0 0.1
H -6.7702 -1.3527 1.1618 0.1 0.0 -0.1
H -2.1744 0.5184 4.3267 0.0 0.0 0.0
H 1.8961 -0.6381 -1.5052 -0.1 0.0 0.0
C -5.1966 -2.0482 -0.1515 0.1 0.1 0.2
H 1.9963 1.3852 -6.7068 0.0 0.0 0.1
O 1.1234 -1.3993 0.7186 -0.2 0.1 -0.3
```
Positions in Å, forces in eV/Å.

As for the spin multiplicity: 4. The energy above the lowest of the compared OMol25 structures with the same formula, charge and spin comes out at 0.0 kJ/mol. For the HOMO energy (spin up / spin down), the calculation gives -0.276 / -0.238 hartree. The expectation value of S² is 3.769. The value obtained for the total energy is -91482.050 eV.

These are the Mulliken partial charges, in e, on atoms 1 to 2: H 0.328; C -1.043

=====

Record 3
DFT (the ωB97M-V functional and the def2-TZVPD basis) results for a molecular structure, C46H46BrF9IrOP2S6.

XYZ file:
```
112
Properties=species:S:1:pos:R:3:forces:R:3
H 4.2790 2.5911 -2.6522 0.0 0.0 0.0
C 2.9906 2.1092 2.8337 0.0 0.0 0.0
C -4.8283 -3.8163 -0.1686 0.0 0.0 0.0
H 0.6507 1.3445 -2.1543 0.0 0.0 0.0
H -1.4263 1.9312 1.3023 0.2 0.1 0.1
C -1.2153 2.9892 1.4530 0.1 0.1 0.1
C -2.3693 -2.5732 -4.9372 0.0 0.0 0.0
C -2.8927 -3.0621 4.2633 0.0 0.0 0.0
H 3.7519 3.3131 1.2139 0.0 0.0 0.0
C -3.9923 1.9892 0.1952 -0.3 0.0 -0.1
C -0.4433 -1.3422 -3.3800 0.0 0.0 0.0
C -1.2163 -4.5173 3.3505 0.0 0.1 0.1
C 0.2700 -3.8520 -1.1688 0.0 0.0 0.0
H 0.3684 2.4161 2.7993 0.0 0.0 0.0
C -2.4494 -3.4907 -0.3588 0.0 0.0 0.0
H -3.1190 -3.0601 -5.5461 0.0 0.0 0.0
H -2.9663 -3.5986 -3.1583 0.0 0.0 0.0
F -0.7127 -5.7414 3.1965 0.0 0.0 0.0
H 0.2627 3.0457 -3.9126 0.0 0.0 0.0
H -2.1821 3.4875 1.5651 0.0 0.0 0.0
F -1.2254 -5.3977 -2.1578 0.0 0.0 0.0
C -1.2127 -2.1629 2.7566 0.2 -0.1 -0.1
C -2.3253 -1.9971 3.5829 0.1 0.0 0.1
H -3.9200 1.8527 -2.6620 0.0 0.0 0.0
C 3.6664 3.0975 -1.8990 0.0 0.0 0.0
C -1.4905 -1.6667 -5.5099 0.0 0.0 0.0
C 1.5904 -3.6100 -0.8114 0.0 0.0 -0.1
C -2.2912 -2.8695 -3.5827 0.0 0.0 0.0
F 3.8305 -4.3047 -0.5832 0.0 0.0 0.0
H 1.3000 5.7405 1.2606 0.0 0.0 0.0
C 1.4863 1.9358 -2.5412 0.0 0.1 0.0
C -2.3381 -4.3246 4.1412 0.0 0.0 0.0
F 3.1958 -6.7442 -1.5551 0.0 0.0 0.0
C 3.1409 4.3899 -2.5244 0.0 0.0 0.0
H 4.9547 2.6428 3.5134 0.0 0.0 0.0
S -3.8033 -0.4120 1.2274 -0.1 0.1 -0.3
C 0.2225 4.5741 2.7294 0.0 0.0 0.0
H 2.6286 3.5725 -4.4471 0.0 0.0 0.0
H 0.6667 4.8215 3.6949 0.0 0.0 0.0
C 4.5469 1.3187 0.9983 0.0 0.0 0.0
H 2.2750 4.5310 2.0260 0.0 0.1 0.0
H -5.4932 2.6424 -2.3444 0.0 0.0 0.0
H 2.2839 1.2797 2.9344 0.0 0.0 0.0
C 0.9643 -6.0819 -1.8408 0.0 0.0 0.0
P 1.9377 2.2276 0.2367 0.1 0.0 0.0
C -0.0055 -5.1002 -1.7160 0.0 0.0 0.0
C -0.5175 -1.0535 -4.7304 0.0 0.0 0.0
C -2.2406 -4.5529 0.5205 0.0 -0.1 -0.2
H 1.3507 4.3345 -0.4796 0.0 0.0 0.0
S -3.7738 3.4093 -0.8160 0.1 -0.1 0.0
H 1.9227 1.3586 -3.3645 0.0 0.0 0.0
H 2.4812 2.9970 3.2029 0.0 -0.1 0.0
O 1.1132 0.9661 0.4890 -0.3 0.0 0.0
C -1.3354 -2.2421 -2.7927 0.0 0.0 0.0
H -3.1507 -6.0704 1.7218 0.0 0.0 0.0
H -0.9306 4.5583 -0.0175 0.0 0.0 0.0
H -0.7074 2.9528 -0.6504 0.0 0.0 0.0
C 2.5757 -4.5683 -0.9319 0.0 0.0 0.0
C 4.2314 1.8401 3.6833 0.0 0.0 0.0
C -0.5081 3.5780 0.2195 0.0 0.1 0.0
H 3.9879 4.9522 -2.9212 0.0 0.0 0.0
H -1.0440 3.0488 3.6064 0.0 0.0 0.0
H 5.9312 0.5089 3.4902 0.0 0.0 0.0
H -5.4572 -5.3979 1.1339 0.0 0.0 0.0
Ir -0.1568 -0.6867 -0.1792 0.7 -0.3 -0.2
H 3.0697 1.1129 -1.3904 0.0 0.0 0.0
H 3.5360 -0.3673 1.8727 -0.1 -0.1 -0.1
H -0.5740 5.3051 2.5640 0.0 0.0 0.0
H 0.3317 -0.8586 -2.7845 0.0 0.0 0.0
C 4.5275 0.0863 1.8980 0.0 0.0 0.0
C -5.1548 0.4147 1.9436 0.0 0.0 -0.1
C 2.1294 4.1064 -3.6308 0.0 0.0 0.0
F 0.6560 -7.2618 -2.3512 0.0 0.0 0.0
C -3.2519 0.8644 0.1886 -0.1 -0.1 -0.1
S -5.3748 1.9963 1.2674 0.0 -0.1 0.0
H -1.2366 -4.8687 0.7734 -0.1 -0.1 -0.1
F 0.3765 -3.6791 1.8794 0.1 0.0 0.1
Br 2.1403 -1.9056 -0.2071 0.0 0.1 0.3
H 0.1786 -0.3542 -5.1741 0.0 0.0 0.0
F -3.9503 -2.8787 5.0406 0.0 0.0 0.0
S -6.0814 -0.2615 3.1004 0.0 0.0 0.0
C 1.2803 4.7103 1.6215 0.0 0.0 0.0
C 4.8501 0.4763 3.3431 0.0 0.0 0.0
H -4.1821 3.5401 -3.1366 0.0 0.0 0.0
C -3.3203 -5.2373 1.0514 -0.1 0.0 0.0
C 0.9738 3.2567 -3.1112 0.0 0.0 0.0
F -2.8322 -0.7918 3.7996 0.1 0.0 0.3
H 4.5578 1.0424 -0.0549 -0.1 0.0 0.0
F -2.8870 -5.3541 4.7659 0.0 0.0 0.0
S -1.8887 0.6240 -0.8783 -0.4 -0.1 -0.2
H -3.9280 -2.3200 -1.3990 0.0 0.1 0.0
S -0.3543 -0.7824 2.1021 -0.1 0.1 0.1
H 2.6859 5.0363 -1.7691 0.0 0.0 0.0
H 0.4187 3.8122 -2.3514 0.0 0.0 0.0
H 4.4658 -0.2887 4.0202 0.0 0.0 0.0
C -3.7492 -3.1340 -0.7087 -0.1 0.1 0.0
C -4.6152 -4.8644 0.7137 0.0 0.0 0.0
H -1.5570 -1.4425 -6.5660 0.0 0.0 0.0
C 2.2623 -5.8197 -1.4379 0.0 0.0 0.0
H 5.2301 -0.6644 1.5321 0.0 0.0 0.0
H 3.9697 1.8875 4.7406 0.0 0.0 0.0
H 1.7571 5.0418 -4.0508 0.0 0.0 0.0
C -4.4158 2.7824 -2.3900 0.0 0.0 0.0
P -1.0510 -2.5763 -1.0313 0.0 0.0 -0.1
H 5.4890 1.8480 1.1653 0.0 0.0 0.0
H 4.3419 3.3206 -1.0700 0.0 0.0 0.0
C -0.4058 3.1855 2.7322 0.0 0.0 0.0
C 1.0035 3.7978 0.4039 0.0 -0.1 0.0
C -0.6732 -3.4451 2.6778 -0.1 0.1 0.2
C 2.5810 2.0907 -1.4690 0.0 0.0 0.0
C 3.3885 2.2868 1.3498 0.0 0.1 0.0
H -5.8346 -3.5196 -0.4320 0.0 0.0 0.0
```
Positions in Å, forces in eV/Å.

As for the total charge: +1. The energy above the lowest of the compared OMol25 structures with the same formula, charge and spin comes out at 14.0 kJ/mol. For the HOMO energy, the calculation gives -0.358 hartree. The value obtained for the total energy is -231419.930 eV.

These are the Mulliken partial charges, in e, on atoms 1 to 2: H 0.614; C -0.346